The following is a quantum chemistry calculation of C42H54N6O3PTi as an isolated structure in a non-equilibrium geometry, from the Open Molecules 2025 dataset.

Last column: Mulliken charge in e.
Element x y z (Å)
C -2.41737 -3.43752 -1.21846  -1.85
H 0.19940 -2.01895 2.55795  -0.10
C 1.85669 -3.19931 -0.96553  1.38
C -2.19614 0.82858 -2.84214  -0.13
N 0.32916 2.23430 -0.37953  0.92
H -0.66059 -5.54478 0.16258  0.38
H -0.11633 0.09066 3.70863  0.15
H 4.88109 0.51894 -3.21533  0.48
C 2.88790 -3.13696 0.16372  -1.58
H 0.97594 5.37821 2.11941  0.28
H 0.87194 -5.42496 1.03368  0.30
H -1.36787 -3.34802 1.20188  0.39
C 1.96315 -4.53679 -1.70237  -1.66
C -3.16768 1.89790 0.74187  0.33
O 4.40022 0.10207 3.11050  -0.67
H 4.38305 0.41062 -5.63974  0.44
C 1.77058 0.13179 1.84976  0.61
H -2.99193 -0.25781 3.93691  0.51
H -2.02836 4.85685 1.90462  0.23
H -3.21978 2.49037 -0.16434  0.53
C 0.00283 4.04295 -1.99267  -0.61
H 4.22075 0.37347 -0.90817  0.37
C 1.02328 0.02613 5.51269  -1.43
H 0.88646 2.12785 -2.39952  -0.04
N 2.76287 0.26427 1.02751  -1.49
C -4.29403 0.29274 -3.89963  -0.77
H -0.63528 -5.57424 1.92122  0.46
C -0.95488 -3.44174 -1.66351  0.13
P 0.16887 -2.68800 -0.40437  1.82
C 3.17932 0.25166 -1.19979  -0.66
H -5.76152 -0.60920 -2.61290  0.45
H 4.14868 0.20568 2.16899  0.49
H -3.03927 -3.84322 -2.01946  0.47
C 3.59170 0.27900 -4.91557  -0.90
H 1.89454 3.18569 -1.43582  0.53
H -2.76592 -2.42483 -1.01673  0.30
C -2.48028 0.68705 0.72590  -0.84
H -4.18683 1.91189 3.97633  0.39
C -3.94389 -0.20177 -1.56886  -0.58
H -0.15491 6.33927 1.17743  0.50
C -0.82495 -2.78489 -3.03923  -1.36
H 3.00251 -4.69506 -2.00033  0.50
H 2.10433 -2.41197 -1.68656  -0.44
C -3.01312 0.81654 -3.96700  -1.26
H -0.36579 1.65977 1.90226  -1.24
H -1.03400 3.70811 -2.08179  0.19
C -3.77543 2.33702 1.90679  -0.75
H -4.93022 0.28749 -4.77439  0.43
H 0.15791 0.01253 6.16065  0.48
C -3.70438 1.57285 3.06896  -1.11
H -2.64459 1.23757 -4.89434  0.46
C 1.55222 -0.06221 -3.06346  0.04
H 1.40965 -3.29594 2.46160  0.29
H -1.31335 -3.41664 -3.78440  0.70
C 0.06291 3.10465 0.58985  0.35
N -0.31240 2.66144 1.80177  1.20
C 3.27807 0.06415 3.84509  0.54
H -0.69294 5.79214 -0.92694  0.53
C -2.64353 0.29735 -1.63979  -0.15
H 0.30546 4.46253 -2.95217  0.44
C -4.75877 -0.20839 -2.68814  -0.94
C 2.85513 0.17621 -2.61989  0.79
H 1.67690 -5.37666 -1.06972  0.22
C 0.85928 2.85751 -1.59794  -1.06
H 0.24386 -0.33076 -4.72324  0.52
C 0.87491 0.07711 4.14656  0.23
C -0.30430 -3.59932 1.13201  0.64
H 1.35946 -4.57257 -2.60738  0.34
N 2.29261 0.18902 -0.28253  1.23
H -1.91882 -1.04043 1.85110  0.01
C 2.31415 -0.01970 6.04820  -0.49
O 0.52561 -0.00858 1.40391  0.03
Ti 0.11133 0.08021 -0.44619  -0.29
H 3.89463 -3.14664 -0.25975  0.47
H 2.06166 -0.01338 -6.39093  0.47
H -0.11941 -3.59501 3.27273  0.56
H 0.20963 -2.64020 -3.35506  0.17
C 0.13788 5.08310 -0.90522  -0.92
C 1.26152 -0.13303 -4.41227  -0.31
H 1.06082 5.65425 -1.03391  0.36
C -1.09100 4.86628 2.46646  -0.56
H -1.21163 5.53282 3.31976  0.44
H -1.21268 1.27299 -2.90419  0.58
H 4.42595 -0.03496 5.63656  0.49
H -0.63047 -4.48036 -1.74618  0.94
C 3.86955 0.33945 -3.56096  -0.81
H -1.60051 2.97875 3.39567  0.28
C 3.42345 -0.00429 5.23175  -0.85
N 0.16236 4.44559 0.41493  0.09
C -3.03207 0.35984 3.04810  -0.36
C -2.43058 -0.08555 1.87604  0.14
C -0.74402 3.47145 2.93611  -0.71
O 0.56643 -0.22398 -2.15027  0.54
H -4.31383 -0.59236 -0.62843  0.51
H 2.44962 -0.06490 7.12138  0.41
C -0.17550 -5.11999 1.04068  -1.85
H -1.31980 -1.81187 -3.05046  -0.15
H 2.79899 -2.24851 0.78818  0.14
C 2.28641 0.04246 -5.33372  -0.74
C 0.34042 -3.08761 2.42147  -1.36
H -2.59566 -4.04725 -0.33341  0.39
H -4.31335 3.27704 1.90730  0.51
H 2.80418 -4.01086 0.81223  0.33
C 1.98675 0.09138 3.29074  0.19
C 0.03296 5.34033 1.56637  -0.97
N -1.80516 0.26014 -0.47083  1.48
H 0.05722 3.51403 3.67867  0.47

Cartesian forces, eV/Å:
C -0.028 -0.018 -0.008
H -0.022 -0.011 -0.032
C 0.087 -0.058 -0.115
C 0.060 0.136 -0.144
N 0.086 0.023 -0.156
H -0.004 0.020 -0.022
H 0.013 0.027 -0.010
H -0.007 0.002 -0.023
C 0.021 -0.052 0.031
H 0.009 -0.014 0.005
H -0.004 0.013 -0.004
H -0.033 -0.029 0.001
C 0.059 -0.027 0.015
C -0.114 0.135 0.053
O -0.090 0.011 0.002
H -0.008 -0.003 -0.007
C -0.449 -0.118 0.060
H -0.002 0.015 0.000
H 0.005 0.004 -0.001
H 0.002 -0.008 0.005
C -0.076 0.009 -0.021
H 0.024 0.000 -0.037
C 0.100 -0.011 -0.019
H -0.045 -0.013 -0.002
N -0.004 -0.040 -0.313
C -0.004 -0.017 0.050
H 0.002 0.001 -0.015
C -0.063 -0.066 0.014
P -0.069 0.356 0.052
C -0.039 -0.001 -0.237
H 0.010 0.008 -0.011
H 0.032 -0.041 -0.011
H 0.013 0.028 -0.009
C -0.035 -0.013 0.056
H 0.020 0.003 -0.009
H 0.018 0.021 0.026
C 0.130 -0.263 -0.390
H 0.001 0.011 -0.004
C -0.096 -0.088 -0.012
H -0.026 0.005 0.016
C -0.027 0.001 -0.024
H -0.016 0.011 0.008
H 0.016 0.006 -0.005
C 0.011 -0.007 0.050
H 0.110 0.050 0.044
H -0.005 0.017 -0.011
C -0.036 -0.088 -0.043
H -0.001 -0.002 0.007
H 0.006 0.005 -0.002
C -0.084 -0.073 -0.070
H -0.012 -0.005 0.005
C -0.341 -0.282 0.549
H -0.014 0.004 -0.004
H -0.010 0.011 0.012
C -0.183 0.024 -0.033
N 0.145 -0.017 0.149
C 0.094 0.065 -0.005
H -0.016 0.001 -0.007
C 0.184 0.047 0.388
H 0.023 -0.008 0.010
C 0.039 0.017 -0.037
C 0.316 0.006 0.259
H -0.010 0.006 0.010
C 0.111 -0.036 0.090
H 0.008 0.014 0.001
C -0.047 -0.054 0.011
C -0.007 -0.069 0.074
H -0.012 0.026 -0.012
N 0.339 0.012 0.242
H -0.005 0.006 -0.012
C -0.020 0.001 0.041
O 0.635 0.132 0.675
Ti -0.842 -0.012 0.172
H -0.011 -0.005 0.001
H 0.006 0.006 0.005
H 0.012 -0.009 -0.014
H 0.010 -0.034 0.036
C 0.045 -0.042 0.104
C 0.057 0.001 -0.257
H 0.021 0.005 -0.005
C -0.018 0.032 0.024
H 0.006 -0.005 0.004
H 0.013 -0.018 0.016
H -0.010 0.003 0.005
H 0.001 -0.048 -0.029
C 0.063 0.015 -0.108
H 0.085 0.057 -0.036
C -0.030 -0.002 0.021
N -0.007 0.076 0.008
C -0.026 0.039 -0.013
C 0.028 -0.118 0.115
C 0.032 -0.035 -0.029
O 0.343 0.312 -1.129
H 0.003 0.006 -0.011
H -0.004 -0.007 -0.009
C -0.009 -0.040 0.064
H 0.034 -0.018 0.002
H -0.020 0.018 -0.021
C -0.032 -0.014 -0.001
C 0.055 0.004 0.005
H 0.022 -0.023 -0.015
H 0.001 -0.006 0.012
H -0.006 0.010 -0.007
C -0.088 0.143 0.062
C 0.014 -0.039 -0.088
N -0.448 -0.013 -0.036
H 0.033 0.008 0.016

Values from the calculation:
DFT total energy: -3377.9449 Eh
HOMO energy: -0.3766 Eh
ΔE to the lowest compared entry with this formula, charge and spin: 0.0 kcal per mole
Gap between HOMO and LUMO: 7.0 eV
Charge: +1
Lowest unoccupied orbital energy: -3.202 eV
2S+1: 1

---

The following is a quantum chemistry calculation of a 13-piece molecular cluster, C5H33NO14 overall in a non-equilibrium geometry, from the Open Molecules 2025 dataset.

Last column: Mulliken charge in e.
Element x y z (Å)
H -1.03696 -2.27837 -0.76138  0.35
O -0.03149 3.34137 -2.55030  -0.63
H 0.16240 -0.29832 4.28583  0.30
H -1.08895 -0.78349 3.48111  0.37
H 3.14155 0.48292 3.35637  0.31
N 0.11752 -0.67139 -0.01374  0.22
H 3.96138 0.14886 -2.09271  0.23
H -0.94256 2.82254 2.42807  0.31
H 2.65298 -0.31940 -2.69493  0.47
H -2.65053 1.02029 -0.25172  0.35
H 3.25855 1.52112 1.87497  0.37
H 1.36763 1.45972 -0.63355  0.67
H -0.79567 3.84539 -2.84019  0.29
H 0.80216 -0.68194 -0.63335  0.19
H 0.58436 -4.98545 0.26591  0.26
O 0.35257 2.70138 0.66964  -0.52
H -1.68437 -3.08209 3.34037  0.29
O -0.77337 -0.04644 4.07428  -0.71
O -0.86932 -2.54075 3.07505  -0.66
C 0.76954 1.70978 0.21134  -0.52
H 1.74634 -1.12472 2.19189  0.24
H -2.10809 -0.30141 -2.27568  0.48
H -0.43658 1.38127 -3.11849  0.27
H -2.56121 1.88955 1.78326  0.46
H -0.23526 0.54146 1.83309  -0.21
O -2.25150 -0.98826 -3.00803  -0.72
C -0.96523 -1.52118 0.09118  -0.33
H 2.97910 -1.72652 -0.84846  0.29
O 2.56246 -2.63143 -0.68677  -0.64
O -3.19344 1.33559 1.22567  -0.75
H -3.19860 0.31904 1.40130  0.34
H 2.29421 -2.96610 -1.59213  0.32
O 3.13962 -0.21870 -1.79380  -0.62
O -0.24041 0.92306 -3.86184  -0.68
O 2.14527 0.06480 -4.23355  -0.78
H -3.13066 -1.03592 -3.57094  0.26
H 1.25262 0.05061 -4.75934  0.35
H -0.52510 -3.00369 2.24871  0.32
H 1.72838 1.53213 2.88666  0.30
H -0.50823 -0.01509 -3.98345  0.46
H -1.30345 1.79716 3.67579  0.27
C 2.52538 0.93433 2.48002  -1.25
C 1.85039 -0.16109 1.58159  0.16
H -3.35320 1.57347 -1.50042  0.28
H 2.10533 1.07555 -4.06014  0.36
O -1.44790 2.39008 3.01127  -0.66
H 1.34892 -3.67809 0.44940  0.34
O -1.78053 -1.37415 1.03220  -0.57
C 0.54512 0.27155 1.03656  0.71
H -0.01296 3.43668 -1.59528  0.31
H 2.48857 -0.33361 0.67971  -0.06
O -2.52007 0.98651 -1.32390  -0.63
O 0.47360 -4.06608 0.46029  -0.56

Cartesian forces, eV/Å:
H -0.087 0.921 1.208
O 0.156 -0.107 -0.070
H -1.418 0.228 -0.269
H 0.537 0.556 0.637
H -1.150 0.650 -1.520
N -4.153 0.438 4.520
H 0.876 0.309 0.085
H 4.128 1.756 -2.431
H 0.459 0.107 1.409
H 0.546 -0.005 -2.223
H -0.796 -0.110 0.565
H 0.711 0.874 -1.699
H -0.081 0.027 -0.026
H 3.204 -1.282 -4.025
H 0.099 -0.794 -0.077
O -0.691 3.002 -0.165
H 1.816 1.173 -0.684
O 0.901 -0.687 -0.100
O -0.782 -2.578 -0.206
C -0.228 -5.512 2.864
H 0.073 1.108 -1.112
H -1.884 -0.487 -1.405
H -1.464 1.623 3.895
H -0.648 -1.671 0.091
H 0.998 -0.904 -1.350
O -1.010 -0.875 -1.530
C -0.503 1.149 0.635
H -0.634 -1.456 -0.167
O 0.153 0.414 -1.495
O -0.059 -1.716 -0.199
H 0.659 2.799 0.275
H 0.579 0.734 1.577
O -1.329 -0.254 -1.347
O 1.290 -2.679 -5.293
O -1.804 2.502 -1.556
H 2.752 0.959 2.579
H 2.428 -0.226 1.609
H -0.748 0.773 1.370
H -0.001 0.629 0.314
H -0.765 1.285 1.415
H 2.007 -2.624 2.257
C 1.370 -1.405 0.239
C 1.786 -0.797 1.087
H 2.304 -1.682 -0.087
H 0.201 -2.347 -0.225
O -5.887 1.147 -0.057
H 0.565 0.361 -0.266
O 1.224 -0.553 -2.615
C -2.136 2.600 -0.682
H -0.063 0.128 0.301
H -0.153 -0.275 0.957
O -2.578 2.252 2.528
O -0.772 0.520 0.463

Values from the calculation:
DFT total energy: -1318.3304 Eh
HOMO energy: -0.3379 Eh
ΔE to the lowest compared entry with this formula, charge and spin: 120.1 kcal per mole
Gap between HOMO and LUMO: 9.4 eV
Lowest unoccupied orbital energy: 0.205 eV
2S+1: 1